51
Properties=species:S:1:pos:R:3 method="wB97M-V/def2-TZVPD" s2=1.08 homo_lumo_gap_ha="0.083 / 0.119" total_charge=+1 multiplicity=2 energy_ha=-2344.65029
O 10.689 -4.974 -13.213
V 12.073 -5.800 -13.611
F 12.494 -4.396 -15.162
O 13.099 -2.876 -19.505
C 12.341 -2.095 -18.922
O 11.241 -1.608 -19.495
C 10.516 -0.654 -18.783
C 11.398 -0.260 -17.660
C 12.454 -1.386 -17.575
H 9.573 -1.055 -18.412
H 10.364 0.162 -19.490
H 10.745 -0.131 -16.797
H 11.919 0.679 -17.848
H 12.275 -2.085 -16.758
H 13.453 -0.951 -17.557
O 16.609 -4.890 -14.547
C 16.461 -3.879 -15.332
O 17.481 -3.407 -16.039
C 17.185 -2.304 -16.839
C 15.836 -1.954 -16.379
C 15.222 -3.121 -15.726
H 17.140 -2.676 -17.863
H 17.949 -1.526 -16.850
H 15.207 -1.662 -17.220
H 15.816 -1.068 -15.744
H 14.627 -3.785 -16.353
H 14.716 -2.948 -14.776
O 10.002 1.389 -13.164
C 10.800 0.512 -13.371
O 10.468 -0.779 -13.160
C 11.554 -1.630 -13.436
C 12.761 -0.782 -13.485
C 12.239 0.653 -13.704
H 11.254 -2.159 -14.340
H 11.610 -2.294 -12.574
H 13.435 -1.125 -14.270
H 13.390 -0.902 -12.602
H 12.220 0.960 -14.750
H 12.763 1.376 -13.079
O 16.130 -7.529 -19.628
C 15.002 -7.407 -19.136
O 14.269 -8.446 -18.835
C 12.986 -8.052 -18.298
C 13.244 -6.590 -17.870
C 14.225 -6.104 -18.868
H 12.702 -8.614 -17.409
H 12.308 -8.201 -19.139
H 13.726 -6.469 -16.900
H 12.376 -5.932 -17.902
H 14.883 -5.296 -18.548
H 13.744 -5.804 -19.799